(1)
20
Properties=species:S:1:pos:R:3:forces:R:3 method="wB97M-V/def2-TZVPD" orbital_gap_ev=2.45 e_homo_ev=-16.16 max_force_ev_per_a=6.6 total_charge=+2
O 1.946 -1.925 0.568 -0.494 1.560 -0.939
C 0.925 0.326 0.367 0.329 -0.377 0.793
H -0.277 -1.694 -1.964 0.345 -0.311 1.615
C -1.607 2.082 0.995 1.982 1.853 -0.083
H -1.849 -0.791 -0.756 0.095 -0.538 0.919
F 1.556 2.792 -1.047 -3.336 -2.119 0.787
Si 0.257 1.672 -0.792 5.379 0.449 -1.219
H 2.817 -1.477 0.671 -0.654 -0.761 0.015
H 0.045 -2.970 -0.583 -0.049 1.816 -0.633
H -0.011 1.106 -2.126 -0.655 0.469 0.199
O -1.070 2.625 -0.142 -2.969 -2.949 5.089
H 1.929 -0.931 -1.269 -1.455 -0.072 1.079
N -1.363 -1.434 -0.095 0.030 -0.357 -2.341
H 1.948 0.687 0.768 -1.614 -0.335 -0.680
H -1.959 -2.285 -0.065 0.262 0.879 0.530
Hg -2.835 3.333 3.297 0.209 -0.502 -0.079
N -1.873 1.757 2.153 0.191 1.594 -4.422
C 1.212 -1.084 -0.377 0.872 0.025 0.114
C -0.121 -1.857 -0.832 0.693 -0.574 0.399
H 0.284 0.091 1.280 0.839 0.250 -1.143

---

(2)
16
Properties=species:S:1:pos:R:3:forces:R:3 method="wB97M-V/def2-TZVPD" orbital_gap_ev=9.79 e_homo_ev=-8.90 max_force_ev_per_a=5.1 de_lowest_kj_mol=360.4
C 0.056 0.697 0.482 -0.506 -1.416 2.027
H 0.032 -1.426 -1.967 0.316 0.557 0.977
H 2.128 -0.160 1.300 -2.262 -0.344 -1.605
N 1.361 -1.358 -0.189 1.531 -2.476 -3.434
F -1.155 0.342 -1.591 0.411 -0.519 -0.818
C -0.495 1.249 -0.827 -0.486 2.795 2.103
C -1.075 0.062 1.473 4.830 1.226 1.149
N 0.715 -1.919 -1.386 0.569 0.075 0.520
H -1.110 -0.891 1.069 -1.185 -2.062 -0.020
C 1.257 -0.307 0.491 -0.876 0.674 0.061
H -1.887 0.680 1.455 -2.552 1.129 -0.378
H -1.215 2.140 -0.720 0.435 -1.507 0.712
H 0.322 1.852 -1.199 0.650 -0.856 -1.713
H -0.687 0.111 2.583 -0.527 -0.530 -2.225
H 1.293 -2.536 -2.067 -0.557 1.675 2.710
H 0.460 1.464 1.094 0.209 1.578 -0.067

---

(3)
17
Properties=species:S:1:pos:R:3:forces:R:3 method="wB97M-V/def2-TZVPD" orbital_gap_ev="8.12 / 8.51" e_homo_ev="-7.46 / -7.63" max_force_ev_per_a=5.3 de_lowest_kj_mol=546.1
N -0.012 -0.885 0.433 -2.301 -2.909 1.899
H -3.093 0.214 -0.414 -3.312 -0.406 -1.394
C 0.235 1.447 0.144 -0.420 -3.315 -2.218
H 0.632 1.510 -0.887 -0.005 0.204 0.572
H -2.213 -0.221 1.146 -1.420 -0.387 1.386
C 2.630 -0.382 -0.164 -1.462 1.787 2.041
C -1.155 -0.846 -0.456 0.043 -0.328 -1.216
H -1.378 -1.898 -0.576 -0.675 -0.344 0.165
H 2.235 -1.252 -0.617 -0.252 -0.648 -0.482
N 0.685 0.190 0.806 1.266 0.956 -0.687
C -2.269 0.004 0.122 5.090 1.510 0.346
H -0.877 -0.568 -1.468 0.158 0.528 -0.167
H 3.115 -0.439 0.844 0.044 0.455 -1.510
H 0.549 2.166 0.767 1.617 2.891 1.740
S -1.555 1.761 0.066 -0.457 -0.580 0.273
H -0.427 -1.422 1.285 1.588 1.178 -1.371
F 2.900 0.623 -1.030 0.497 -0.592 0.623

---

(4)
17
Properties=species:S:1:pos:R:3:forces:R:3 method="wB97M-V/def2-TZVPD" orbital_gap_ev="5.98 / 7.00" e_homo_ev="-7.08 / -7.83" multiplicity=4 max_force_ev_per_a=4.2 s_squared=3.779
F -1.758 0.953 1.776 0.331 3.013 -0.118
V -0.980 -0.570 1.008 -0.153 -1.433 -0.711
H 0.452 -2.964 1.055 -0.091 0.254 0.011
H -0.305 2.458 0.452 -0.265 -2.049 -1.394
C 0.488 0.205 -1.281 -0.320 0.032 -0.281
H -2.461 2.292 0.301 0.926 -1.710 -2.015
H 0.289 0.344 -2.361 0.112 -0.076 0.228
H 1.285 0.925 -1.010 -0.122 -0.091 0.058
O -0.699 0.455 -0.570 0.566 -1.591 -0.579
H 1.837 -1.349 -1.833 -0.129 -0.051 0.214
H 1.200 -1.804 2.144 -0.143 -0.056 -0.280
H -1.470 3.296 0.844 -0.545 0.652 2.466
O 1.590 -1.463 0.174 0.183 0.054 0.181
C 0.638 -1.878 1.197 0.599 -0.152 0.174
H 0.241 -1.946 -1.318 0.097 0.188 -0.003
C 1.035 -1.207 -1.090 0.150 -0.142 -0.388
C -1.383 2.254 0.512 -1.196 3.159 2.438

---

(5)
15
Properties=species:S:1:pos:R:3:forces:R:3 method="wB97M-V/def2-TZVPD" orbital_gap_ev=8.64 e_homo_ev=-15.18 max_force_ev_per_a=4.2 de_lowest_kj_mol=108.7 total_charge=+1
C 1.847 -1.327 -0.232 -3.286 0.286 -2.512
P 0.387 1.406 -0.832 0.081 -1.337 0.927
H 1.180 -1.757 0.466 -0.516 -0.427 1.082
H 2.398 0.670 -0.785 1.228 0.695 -0.506
H 0.205 0.696 1.532 0.901 -0.520 -0.767
C 1.607 0.139 -0.304 -1.543 1.510 2.556
C 1.063 0.986 0.874 -2.211 -1.500 -2.375
H 1.442 -1.682 -1.202 0.944 -0.476 0.326
H -2.978 -0.928 -0.445 -0.360 0.975 -0.244
F -1.604 0.447 -0.182 1.902 1.089 -0.190
H -3.348 0.211 0.896 0.890 0.230 -1.812
H 2.822 -1.598 -0.039 2.075 -0.408 0.230
H 1.538 1.786 1.276 1.891 2.123 1.166
C -2.949 0.159 -0.195 -3.169 -1.930 1.967
H -3.611 0.794 -0.827 1.174 -0.309 0.153

---

(6)
16
Properties=species:S:1:pos:R:3:forces:R:3 method="wB97M-V/def2-TZVPD" orbital_gap_ev=9.60 e_homo_ev=-9.69 max_force_ev_per_a=4.6 de_lowest_kj_mol=86.8
H -2.891 -0.934 -1.039 0.582 -0.074 0.484
I 1.560 1.624 2.985 0.024 1.329 -0.160
N 2.967 0.371 -1.791 -0.199 -0.322 -0.682
I 1.981 -2.468 -2.980 0.059 1.412 0.914
H -2.995 0.127 1.433 -1.440 0.363 -0.072
C 2.209 -0.597 -1.611 2.307 0.003 -2.458
C -1.818 -0.889 -0.768 -0.999 -1.046 -3.184
H -0.148 -0.308 0.292 -2.343 0.418 0.042
H 1.576 3.294 2.783 -0.010 -1.342 0.149
C -1.961 0.339 1.457 0.700 1.123 -0.903
H 3.527 0.513 -2.658 -0.828 -0.539 0.710
C -1.331 -0.250 0.241 4.133 0.183 1.954
H -1.705 1.428 1.569 -0.500 -1.020 -0.090
H 1.772 -0.754 -0.686 -1.330 -0.544 1.510
H -1.131 -1.324 -1.546 -0.803 0.428 0.923
H -1.611 -0.171 2.320 0.648 -0.372 0.864

---

(7)
16
Properties=species:S:1:pos:R:3:forces:R:3 method="wB97M-V/def2-TZVPD" orbital_gap_ev=8.52 e_homo_ev=-13.11 max_force_ev_per_a=4.1 de_lowest_kj_mol=168.1 total_charge=+1
H 1.469 1.122 1.810 -0.212 -1.128 -0.579
H 0.310 -0.275 1.997 0.242 0.710 -0.317
C -1.315 1.365 0.585 -2.758 0.710 0.791
H 1.473 1.902 -0.742 -0.085 0.395 -0.049
H 1.326 -0.303 0.668 2.197 -1.905 -1.473
I -0.279 -2.109 -2.491 0.493 0.448 0.601
H 0.937 0.462 -1.371 -0.930 1.207 -0.017
H 0.180 -2.366 0.259 1.847 -0.617 0.644
H -1.397 -2.908 -0.319 0.715 1.033 0.471
C 0.841 0.366 1.258 -1.626 1.848 3.248
C -0.614 -2.103 -0.351 -2.582 -1.537 -1.727
N 0.613 1.385 -0.933 -1.707 0.017 -0.890
C -0.083 1.079 0.346 2.254 -0.201 -1.020
H -0.055 1.968 -1.559 1.766 -1.362 0.723
O -2.402 1.567 0.929 0.888 -0.131 -0.505
H -1.005 -1.153 -0.085 -0.503 0.513 0.099

---

(8)
16
Properties=species:S:1:pos:R:3:forces:R:3 method="wB97M-V/def2-TZVPD" orbital_gap_ev="7.05 / 7.05" e_homo_ev="-9.09 / -9.09" max_force_ev_per_a=4.4 de_lowest_kj_mol=411.5
H -0.259 1.052 1.597 -2.789 2.812 0.424
H 0.317 -0.400 2.256 -0.432 -1.313 0.836
H -0.278 -2.141 -0.799 -0.399 -0.748 -1.665
O 4.863 1.110 -1.061 -1.157 -0.904 0.148
H 0.799 0.392 -2.016 -0.864 0.007 0.193
S 1.776 -1.533 -0.179 1.522 2.075 -0.105
H -1.051 -1.774 0.591 -0.240 -0.653 1.677
I 3.879 0.008 0.093 -0.067 -0.327 0.277
C -0.741 -1.328 -0.308 -0.703 1.734 1.329
H 1.254 1.461 -0.746 -0.264 0.091 -0.060
C 0.450 0.768 -1.042 3.033 -0.237 0.256
H -0.445 1.275 -0.990 -2.032 1.342 -0.680
C 0.356 -0.279 0.010 0.686 -1.989 1.235
C 0.400 0.309 1.489 2.035 -2.353 -3.169
H 1.370 0.727 1.587 0.972 0.617 0.164
H -1.704 -0.904 -0.638 0.698 -0.154 -0.859

---

(9)
19
Properties=species:S:1:pos:R:3:forces:R:3 method="wB97M-V/def2-TZVPD" orbital_gap_ev="7.41 / 7.41" e_homo_ev="-12.86 / -12.86" max_force_ev_per_a=4.3 total_charge=+1
H -1.774 -0.744 -0.525 1.873 -1.399 2.694
In 0.271 -0.033 1.544 0.204 -1.950 0.727
O -0.373 -1.727 2.233 0.758 0.670 0.791
C 2.727 -0.177 -0.317 1.131 0.147 -0.078
H 3.172 -0.145 0.684 0.044 -0.040 -0.334
O -1.564 0.645 1.763 -0.803 1.281 0.450
C -0.925 -0.228 -1.009 0.026 -1.764 -0.082
H -3.002 0.795 0.317 0.172 0.219 0.549
C 0.552 -0.174 -1.355 -0.660 -1.781 0.433
H 0.850 -1.055 -1.944 0.080 0.133 0.343
C -2.039 1.247 0.637 -2.146 0.091 -1.078
H 3.033 0.706 -0.897 0.014 -0.264 0.188
H 3.029 -1.098 -0.834 -0.137 0.262 0.188
H -2.192 2.335 0.752 0.343 -0.419 -0.176
O 1.319 -0.153 -0.147 1.390 0.314 -0.785
H 0.815 0.715 -1.949 -0.661 -0.064 0.230
Li -1.539 -0.679 3.184 -0.619 -0.660 -0.024
O -1.181 1.087 -0.496 -0.025 1.672 -1.782
H -1.178 -1.317 -1.642 -0.985 3.552 -2.254

---

(10)
19
Properties=species:S:1:pos:R:3:forces:R:3 method="wB97M-V/def2-TZVPD" orbital_gap_ev=6.21 e_homo_ev=-6.67 max_force_ev_per_a=4.2 de_lowest_kj_mol=0.0
C -3.553 0.370 -0.181 0.157 -0.295 0.052
H -3.479 1.459 -0.069 -0.039 -0.216 -0.039
H 0.588 -3.573 0.757 0.290 0.176 0.338
H -3.930 -0.062 0.761 -0.236 0.081 -0.269
Rb -0.081 1.169 0.729 -1.425 1.156 2.949
O 0.577 0.512 -1.275 2.336 -1.392 -3.212
C -0.715 -1.901 -0.893 -1.619 1.524 -0.427
H -2.596 -1.997 0.174 -0.219 -0.372 -0.576
H -2.696 -1.715 -1.678 -0.230 -0.135 0.414
H -4.233 0.148 -1.020 0.034 0.010 0.280
C 0.878 -2.510 0.909 -0.435 -0.194 -0.084
O -2.257 -0.118 -0.432 0.124 0.628 -0.332
Mg 1.979 -0.693 -0.881 -1.720 -0.253 -0.421
H 0.971 -2.227 1.977 -0.252 -0.491 -0.174
O -0.260 -1.751 0.484 0.675 0.572 -0.510
O 2.028 -2.221 0.258 0.730 0.765 -0.734
H -0.707 -2.976 -1.151 0.347 0.384 -0.262
H -0.432 -0.633 -1.904 1.460 -1.857 2.906
C -2.175 -1.510 -0.727 0.023 -0.091 0.101

---

(11)
14
Properties=species:S:1:pos:R:3:forces:R:3 method="wB97M-V/def2-TZVPD" orbital_gap_ev="2.91 / 8.15" e_homo_ev="1.44 / -4.02" multiplicity=2 max_force_ev_per_a=1.2 s_squared=0.750 de_lowest_kj_mol=47.2 total_charge=-1
H 1.642 -0.546 1.299 0.079 0.188 0.483
C 1.625 0.451 0.846 -0.624 0.020 -1.027
H -0.106 1.511 1.193 -0.465 -0.151 0.031
H -0.222 -1.918 -0.871 0.169 -0.166 -0.287
H -2.685 -0.476 -0.427 0.322 -0.208 -0.254
H -2.380 0.662 0.924 0.387 0.154 0.087
C -1.935 0.070 0.131 -0.680 0.009 0.125
H -0.661 -0.689 -2.124 -0.333 -0.332 0.079
C -0.617 0.024 -0.129 -0.727 0.640 0.359
H 2.214 0.329 -0.070 0.158 0.237 0.102
N 0.258 0.879 0.501 1.064 -0.417 -0.149
H 0.919 -0.669 -1.501 0.274 -0.205 0.368
H 2.052 1.263 1.434 0.281 -0.282 0.250
C -0.102 -0.892 -1.207 0.095 0.514 -0.168

---

(12)
14
Properties=species:S:1:pos:R:3:forces:R:3 method="wB97M-V/def2-TZVPD" orbital_gap_ev=9.50 e_homo_ev=-8.33 max_force_ev_per_a=0.2 de_lowest_kj_mol=365.4
H -2.700 -0.351 -1.639 -0.025 0.076 0.109
H 2.725 0.501 0.364 -0.129 -0.081 -0.065
H 2.653 -0.866 -0.789 -0.042 0.126 0.048
H -1.564 -0.664 -0.311 -0.198 0.091 -0.101
C -2.323 0.023 -0.685 -0.045 -0.011 -0.040
H -0.294 1.454 1.165 0.123 -0.160 0.035
N 0.773 -0.323 -0.044 0.130 -0.001 -0.083
H -3.145 0.120 0.029 0.085 -0.021 -0.117
H -1.855 0.999 -0.844 -0.098 -0.148 0.003
H 2.077 0.735 -1.285 0.044 -0.097 0.120
C 0.221 0.514 1.059 0.038 -0.117 0.164
H 0.684 -1.523 2.028 0.042 0.162 -0.059
C 2.137 0.036 -0.443 0.126 0.009 -0.095
C 0.611 -0.655 1.395 -0.051 0.171 0.083